A molecular structure, C2H4Dy. Source: the Open Molecules 2025 dataset; level of theory: ωB97M-V with the def2-TZVPD basis set.

Values from the calculation:
Lowest unoccupied orbital energy (spin up / spin down): -6.75 / -6.80 eV
Kohn-Sham gap (spin up / spin down): 3.185 / 6.330 eV
Charge: +1
⟨S²⟩: 9.36
HOMO (spin up / spin down): -9.931 / -13.128 eV
Spin multiplicity: 6

Atoms and positions in Å:
Dy -1.5619 -2.4955 0.0978
C 0.2583 0.4724 -0.3147
C -0.2328 -0.5194 0.5837
H -0.2162 1.9653 -0.3270
H 0.1143 0.3275 -1.3984
H 1.2949 0.8251 -0.1654
H 0.3435 -0.5754 1.5239

***

A molecular structure, C17H19Cl2N3Rh. Source: the Open Molecules 2025 dataset; level of theory: ωB97M-V with the def2-TZVPD basis set.

Values from the calculation:
Lowest unoccupied orbital energy (spin up / spin down): 1.83 / 0.62 eV
Kohn-Sham gap (spin up / spin down): 2.968 / 5.830 eV
Charge: -1
⟨S²⟩: 6.03
HOMO (spin up / spin down): -1.136 / -5.206 eV
Relative energy (zero: lowest compared OMol25 entry of this formula, charge and spin): 12.7 kJ/mol
Spin multiplicity: 5

Atoms and positions in Å:
Rh -1.0090 0.5611 -0.9843
Cl -0.2468 -1.6982 -0.9799
Cl -1.6314 2.6983 -0.4556
N 5.7016 -4.2288 5.5122
N -0.3620 0.4413 1.0531
N 0.8664 -0.3751 2.6835
C -0.6902 0.5303 -2.8935
C 3.8412 -2.7422 4.4589
C -2.1139 0.3021 -2.7611
C -2.5292 2.3588 -4.3278
C 2.8324 -2.1771 5.2555
C 3.8546 -2.5149 3.0703
C -0.9453 0.8299 2.2453
C 0.7605 -0.2070 1.3389
C 2.8653 -1.7221 2.4831
C 4.8610 -3.5583 5.0525
C -0.2936 1.3396 -4.1102
C -2.7040 -0.1760 -1.3755
C 1.8633 -1.1613 3.2919
C -0.2021 0.3005 3.2718
C 1.8400 -1.3779 4.6725
C -1.0395 2.6654 -4.2317
C -3.0426 1.4564 -3.2146
H 4.6414 -2.9581 2.4578
H -3.9961 0.9871 -3.4626
H 1.0466 -0.9303 5.2831
H -2.2646 -0.5939 -3.3757
H 2.8366 -2.3645 6.3390
H -3.1678 2.0931 -2.3403
H -2.7784 -1.2737 -1.3648
H -0.6453 0.6950 -4.9242
H -0.8233 3.3001 -3.3607
H -3.5608 0.4402 -1.0795
H -0.3400 0.3528 4.3341
H -1.8280 1.4476 2.2532
H -2.7763 1.8002 -5.2424
H -3.0991 3.2899 -4.2895
H -0.7488 3.2200 -5.1286
H 0.7762 1.4858 -4.3029
H 2.8842 -1.5531 1.4109
H -0.0500 -0.3669 -2.8530
H 1.4170 -0.6162 0.5906

***

Computed values of energy (unit: Ha) for the preceding records, in sequence: -963.14774, -1854.26842.